The following is a quantum chemistry calculation of C22H26B2N8O4Pb as an isolated structure, from OMol25.

```
! wB97M-V def2-TZVPD RIJCOSX def2/J DEFGRID3
* xyz 1 2
Pb 0.05 -0.43 0.13
O -1.69 1.33 1.97
O -2.04 1.18 -0.88
O -0.04 -0.49 3.48
O 1.14 1.47 3.24
N 0.39 -2.25 -1.48
N 4.55 -0.65 -3.64
N 2.32 -1.08 0.41
N 1.46 -2.27 -2.31
N 1.99 0.18 -2.44
N 3.77 -1.59 -3.03
N 3.12 -1.25 -0.66
N 1.12 0.77 -1.56
C 1.10 1.12 4.59
C 5.53 -2.68 -3.81
C 0.76 0.01 7.05
C 4.38 -1.47 -0.24
C -2.81 2.06 -0.07
C 1.30 2.07 -3.38
C -2.72 0.76 -2.06
C 1.65 1.79 5.66
C -0.43 -3.23 -1.87
C 0.09 -3.88 -2.99
C 3.07 -1.22 1.50
C 4.37 -2.82 -3.11
C 0.70 1.90 -2.14
C 1.46 1.20 6.91
C 1.28 -3.23 -3.24
C 5.59 -1.30 -4.11
C -1.99 2.44 1.14
C 0.20 -0.65 5.96
C 2.10 0.96 -3.53
C 0.40 -0.06 4.74
C -2.74 0.96 2.85
C 4.39 -1.47 1.14
B 0.44 0.47 2.62
B 2.61 -1.22 -2.14
H -0.34 -4.70 -3.53
H 1.88 1.68 7.78
H 5.24 -1.62 1.79
H -2.36 0.17 3.50
H -3.74 1.58 0.22
H 2.65 -1.13 2.49
H -2.52 3.21 1.70
H -2.02 0.14 -2.64
H 1.18 2.89 -4.07
H -3.02 1.62 -2.67
H 3.94 -3.69 -2.64
H 0.00 2.54 -1.62
H 5.19 -1.61 -0.94
H 2.00 -3.38 -4.03
H -3.61 0.58 2.31
H 2.20 2.71 5.53
H -3.60 0.17 -1.81
H -3.05 1.80 3.47
H 6.35 -0.76 -4.66
H 2.77 0.69 -4.33
H -3.06 2.97 -0.64
H -0.35 -1.58 6.06
H 6.25 -3.45 -4.06
H -1.03 2.85 0.81
H -1.36 -3.40 -1.35
H 0.63 -0.42 8.04
*
```

⟨S²⟩ = 0.76
Maximum force = 0.34 eV/Å
Relative energy (zero: lowest compared OMol25 entry of this formula, charge and spin) = 23.1 kJ/mol
Frontier orbital gap (alpha / beta) = 8.433 / 7.178 eV
LUMO (alpha / beta) = -2.4 / -4.3 eV
Calculated total energy = -49943.8998 eV

Mulliken atomic charge list, values in e, 5 entries: Pb 1.309; O -0.235; O 0.020; O -0.523; O -0.404